{"formula": "C4H2I2O2", "method": "wB97M-V/def2-TZVPD", "lumo_energy_ha": 0.001, "energy_ev": -24474.8233, "homo_energy_ev": -9.21, "de_lowest_kcal_mol": 5.7, "homo_lumo_gap_ev": 9.2, "species": ["C", "C", "C", "C", "O", "O", "I", "I", "H", "H"], "coordinates": [[-0.5017, -0.8594, 1.2235], [0.3434, -0.8002, 0.3743], [-1.6323, 1.1644, -0.6450], [1.3769, -0.4262, -0.5094], [-1.6291, 0.1368, -1.1359], [-1.5558, 2.1920, -0.1644], [-2.0011, -1.2211, 2.5069], [2.2290, 1.3818, 0.2591], [1.2145, -0.3980, -1.5917], [2.1562, -1.1701, -0.3173]], "atomic_forces_ev_per_a": [[-0.4767, -0.7901, 0.6285], [-1.1885, 0.3354, 0.5916], [0.3748, -0.0765, -0.1884], [1.7707, -0.8353, -0.1075], [-0.7081, -1.8996, -1.5285], [-0.1652, 2.3091, 1.1630], [0.3645, 0.1427, -0.2603], [0.1643, 0.3118, -0.3242], [-0.3958, 0.2781, 0.4442], [0.2601, 0.2244, -0.4185]]}